{"formula": "C21H21AuN2OS", "method": "the ωB97M-V functional and the def2-TZVPD basis", "charge": 2, "homo_lumo_gap_ev": [4.8, 4.8], "largest_force_ev_per_a": 1.84, "homo_ev": [-14.56, -14.56], "total_energy_ev": -41654.04898, "symbols": ["Au", "N", "C", "C", "C", "C", "C", "C", "C", "C", "N", "C", "H", "H", "H", "H", "H", "H", "H", "H", "O", "S", "C", "C", "C", "C", "H", "H", "H", "H", "H", "H", "H", "H", "C", "C", "C", "C", "C", "C", "C", "C", "H", "H", "H", "H", "H"], "positions_angstrom": [[-0.326517, -0.687076, -1.507388], [-0.560046, 0.810685, -3.028550], [0.585933, 1.701186, -3.151589], [0.588588, 2.793003, -3.967786], [1.733905, 3.614158, -4.048628], [2.846610, 3.324091, -3.311599], [2.874155, 2.179704, -2.479627], [4.005837, 1.778628, -1.734530], [3.967646, 0.628156, -0.995829], [2.784804, -0.128031, -0.975902], [1.712070, 0.239032, -1.640293], [1.727122, 1.365147, -2.407123], [-0.762216, 0.365796, -3.922962], [-1.394905, 1.338058, -2.772776], [-0.286208, 3.036130, -4.559435], [1.723556, 4.469488, -4.709242], [3.722058, 3.958871, -3.357139], [4.901939, 2.385865, -1.769909], [4.824024, 0.288101, -0.431982], [2.725538, -1.049052, -0.410926], [-1.387169, 1.080862, -0.163425], [-0.637660, 2.215892, 0.533895], [-1.835937, 2.963622, 1.702719], [-1.306267, 2.762711, 3.127035], [0.196759, 2.511890, 3.009065], [0.334589, 1.494735, 1.885214], [-2.777518, 2.457932, 1.495932], [-1.920690, 4.013538, 1.428176], [-1.786522, 1.897403, 3.584912], [-1.524303, 3.626668, 3.751520], [0.638575, 2.150963, 3.936377], [0.715563, 3.434509, 2.735209], [-0.157222, 0.546885, 2.117280], [1.356768, 1.317007, 1.554286], [-0.718517, -2.197166, -0.382484], [-1.167677, -3.151968, 0.287593], [-1.662817, -4.195557, 1.024532], [-1.699545, -5.510304, 0.469667], [-2.258363, -6.529352, 1.190360], [-2.767948, -6.276110, 2.471339], [-2.746132, -4.989783, 3.031184], [-2.196353, -3.954933, 2.327751], [-1.283213, -5.679411, -0.513920], [-2.301420, -7.529176, 0.781965], [-3.177276, -7.095388, 3.048571], [-3.163257, -4.823626, 4.014404], [-2.160337, -2.953785, 2.734053]], "atomic_forces_ev_per_a": [[1.5, -0.6, 0.5], [-0.4, -0.2, 0.0], [0.0, 0.0, 0.0], [-0.1, 0.0, 0.0], [0.0, 0.0, 0.0], [0.0, 0.0, 0.0], [0.0, -0.1, 0.0], [0.0, 0.0, 0.0], [0.0, 0.0, 0.0], [0.0, -0.1, 0.1], [-0.8, -0.2, 0.0], [0.1, 0.1, 0.0], [0.0, 0.0, 0.0], [0.0, 0.0, 0.1], [0.0, 0.0, 0.0], [0.0, 0.0, 0.0], [0.0, 0.0, 0.0], [0.0, 0.0, 0.0], [0.0, 0.0, 0.0], [0.0, 0.0, 0.0], [0.1, 0.5, 0.2], [-0.3, -0.3, 0.0], [0.2, 0.1, 0.0], [0.0, 0.0, 0.0], [0.0, 0.0, 0.0], [0.0, 0.1, -0.1], [0.0, 0.0, 0.0], [0.0, 0.0, 0.0], [0.0, 0.0, 0.0], [0.0, 0.0, 0.0], [0.0, 0.0, 0.0], [0.0, 0.0, 0.1], [0.0, 0.0, 0.0], [0.0, 0.0, 0.0], [-0.8, 1.0, -1.3], [0.7, -0.6, 0.7], [-0.2, 0.2, -0.2], [0.1, 0.0, 0.0], [0.0, -0.1, 0.1], [0.1, 0.1, -0.1], [0.0, -0.1, 0.1], [-0.2, 0.0, -0.1], [0.0, 0.0, 0.0], [0.0, 0.0, 0.0], [-0.1, 0.0, 0.0], [0.0, 0.0, 0.0], [0.0, 0.0, 0.0]]}

=====

{"formula": "C21H21Br2F24N2O3", "method": "the ωB97M-V functional and the def2-TZVPD basis", "charge": 1, "homo_lumo_gap_ev": 8.9, "largest_force_ev_per_a": 7.36, "homo_ev": -13.10, "total_energy_ev": -236535.07228, "symbols": ["C", "C", "Br", "C", "N", "C", "C", "N", "C", "Br", "H", "H", "H", "H", "H", "H", "H", "H", "H", "C", "C", "C", "F", "F", "F", "F", "O", "C", "C", "F", "F", "F", "F", "H", "H", "H", "H", "C", "C", "C", "F", "F", "F", "F", "O", "C", "C", "F", "F", "F", "F", "H", "H", "H", "H", "C", "C", "C", "F", "F", "F", "F", "O", "C", "C", "F", "F", "F", "F", "H", "H", "H", "H"], "positions_angstrom": [[-1.496668, -1.216391, -7.940355], [-0.994155, -1.062728, -6.392764], [-0.249155, 0.781010, -6.235214], [0.024566, -2.236355, -5.948797], [1.130277, -1.653911, -5.132125], [2.474492, -1.328501, -5.623494], [3.070928, -0.761933, -4.312073], [2.091738, -0.783018, -3.244962], [0.864820, -1.371916, -3.734208], [-0.800203, -1.701683, -2.703771], [-1.224790, -0.253590, -8.517962], [-0.978637, -2.072308, -8.489756], [-2.632689, -1.311852, -7.893927], [-1.880589, -1.109479, -5.652303], [-0.581913, -2.983562, -5.306352], [0.438454, -2.851204, -6.832069], [2.925869, -1.462334, -6.657438], [4.136709, -0.384017, -4.205551], [2.202532, -0.446093, -2.267044], [0.913016, -4.361155, -0.231947], [2.400268, -4.493084, 0.158794], [3.126314, -5.731694, -0.369428], [2.586789, -6.880612, 0.071203], [4.417195, -5.732286, 0.050634], [2.509817, -4.400153, 1.505345], [3.039885, -3.392417, -0.344697], [-0.054241, -4.800067, 0.731744], [-0.367085, -6.180615, 0.753608], [0.045054, -6.862376, 2.063602], [1.367568, -6.728077, 2.304000], [-0.211713, -8.189868, 2.016850], [0.151783, -6.775249, -0.337394], [-1.710048, -6.257912, 0.613700], [0.720417, -3.288454, -0.326071], [0.706966, -4.765255, -1.227203], [3.135263, -5.747930, -1.463309], [-0.494609, -6.433451, 2.912194], [-0.502269, -1.218772, 1.821827], [0.681712, -0.372727, 1.305328], [1.757320, -0.029933, 2.337345], [1.282898, 0.692944, 3.364774], [2.734813, 0.720847, 1.762644], [0.198433, 0.744951, 0.710137], [1.281995, -1.096884, 0.307088], [-1.697320, -0.516623, 2.185782], [-1.755164, 0.030756, 3.489977], [-1.827410, 1.561985, 3.487617], [-0.771540, 2.113417, 2.845870], [-1.814392, 2.049421, 4.749215], [-0.732110, -0.448486, 4.222780], [-2.878698, -0.467798, 4.051822], [-0.814059, -1.845315, 0.979963], [-0.198578, -1.929561, 2.595243], [2.226318, -0.934779, 2.734688], [-2.737913, 1.908494, 2.991570], [-0.609940, 5.938943, 2.109000], [-0.196489, 7.410798, 1.896613], [0.228882, 8.175995, 3.150979], [-0.749423, 8.257876, 4.070217], [0.557537, 9.454529, 2.831297], [-1.192411, 8.056932, 1.244128], [0.867348, 7.402063, 1.038227], [-2.014164, 5.662128, 2.218805], [-2.608299, 5.822247, 3.491617], [-3.656194, 6.940941, 3.523804], [-3.132520, 8.129455, 3.154858], [-4.151096, 7.102233, 4.773890], [-1.645035, 5.974243, 4.419025], [-3.207479, 4.639912, 3.770839], [-0.309939, 5.409027, 1.199877], [-0.039254, 5.458278, 2.908208], [1.105913, 7.716298, 3.615613], [-4.485703, 6.716686, 2.847873]], "atomic_forces_ev_per_a": [[0.1, 0.7, 0.6], [-0.8, -0.8, -0.8], [-0.2, -0.8, 0.2], [-0.8, -0.2, -0.4], [0.0, -0.5, 1.9], [-0.8, 1.7, 7.1], [-1.8, -1.3, -2.8], [-1.5, -1.6, -3.3], [3.7, 0.9, -2.3], [2.5, 0.5, -1.6], [-0.6, -1.6, 1.0], [-0.9, 1.0, 0.9], [1.6, -0.1, -0.4], [1.5, 0.3, -1.4], [1.2, 1.2, -0.9], [-0.4, 1.3, 1.4], [-1.1, 0.1, 1.7], [-1.8, -0.5, 0.2], [0.1, -0.4, -1.1], [-0.6, 0.5, -0.1], [-0.5, 0.1, 0.8], [0.9, -0.5, -0.2], [-0.1, 0.2, 0.0], [-0.2, 0.4, 0.0], [0.1, -0.1, -0.3], [0.0, -0.2, -0.4], [0.7, -1.1, -0.1], [-0.3, 1.1, -1.1], [0.2, -0.4, 0.9], [-0.2, 0.2, -0.2], [-0.2, 0.3, -0.4], [-0.2, -0.3, 0.3], [0.3, -0.1, 0.4], [0.2, -0.1, 0.2], [0.2, -0.3, 0.2], [-0.1, 0.1, 0.0], [-0.1, 0.1, -0.2], [-0.6, -0.6, -0.2], [-1.1, 0.5, 0.2], [1.0, 0.2, 0.3], [-0.1, -0.1, -0.2], [-0.2, -0.2, -0.4], [0.3, -0.1, 0.1], [0.3, -0.1, 0.1], [0.9, 0.8, 0.7], [0.0, -1.6, -0.4], [-0.3, 1.0, 0.0], [-0.1, -0.3, -0.1], [0.0, -0.5, -0.1], [-0.2, 0.4, 0.2], [0.1, 0.5, -0.2], [0.0, 0.2, 0.0], [0.2, 0.3, 0.0], [-0.1, -0.1, -0.1], [0.0, -0.2, 0.0], [0.1, -0.8, -0.4], [-0.8, -0.2, -0.5], [0.6, 0.8, 0.3], [0.0, -0.1, -0.1], [0.0, -0.2, -0.3], [0.1, 0.0, 0.3], [0.2, -0.1, 0.4], [-0.1, 1.0, 1.1], [1.4, -0.9, -0.7], [-0.6, 0.6, -0.1], [0.1, -0.4, -0.1], [0.2, -0.4, 0.0], [-0.5, 0.1, 0.2], [-0.4, 0.3, -0.1], [-0.2, 0.3, 0.0], [-0.1, 0.3, 0.1], [0.0, -0.2, -0.1], [0.1, -0.2, 0.0]]}

=====

{"formula": "C21H21Br2GaNO6Se", "method": "the ωB97M-V functional and the def2-TZVPD basis", "charge": -1, "homo_lumo_gap_ev": 7.5, "largest_force_ev_per_a": 0.61, "homo_ev": -5.44, "total_energy_ev": -293704.31159, "symbols": ["Ga", "Br", "C", "C", "C", "Br", "C", "C", "C", "C", "N", "C", "C", "O", "H", "H", "H", "H", "C", "C", "C", "C", "C", "C", "C", "C", "C", "C", "C", "C", "O", "H", "H", "H", "H", "H", "H", "H", "H", "H", "H", "H", "H", "H", "H", "H", "H", "H", "O", "Se", "O", "O", "O"], "positions_angstrom": [[-0.318280, -0.963971, -0.610237], [-2.170046, 3.176909, 1.435184], [-2.224949, 2.656773, -0.379291], [-2.985327, 3.404214, -1.297669], [-3.046469, 3.041409, -2.611627], [-4.109846, 4.073668, -3.804222], [-2.331558, 1.916672, -3.088295], [-2.322846, 1.426609, -4.415595], [-1.567440, 0.336412, -4.731609], [-0.794840, -0.290388, -3.734530], [-0.793454, 0.135277, -2.496141], [-1.558320, 1.205117, -2.157524], [-1.517769, 1.533812, -0.763761], [-0.805320, 0.788063, 0.029582], [-3.527905, 4.271327, -0.947218], [-2.928903, 1.915473, -5.166275], [-1.566073, -0.072945, -5.732535], [-0.175472, -1.148682, -3.956916], [2.733366, 0.465010, -1.127604], [3.325112, 0.233297, 0.266160], [4.006203, -1.140790, 0.329211], [2.382267, 0.438449, 1.444577], [2.720602, 1.406621, 2.385952], [1.984589, 1.580034, 3.548407], [0.911436, 0.735643, 3.789564], [0.534193, -0.245742, 2.879363], [-0.623103, -1.163259, 3.226520], [-0.202996, -2.636409, 3.266215], [-1.854854, -0.966352, 2.329303], [1.243666, -0.355066, 1.674763], [0.860596, -1.273479, 0.761334], [3.539759, 0.564389, -1.859186], [2.122279, 1.369399, -1.164322], [2.140117, -0.385745, -1.457436], [4.101613, 0.992384, 0.395832], [3.264969, -1.932261, 0.207129], [4.505565, -1.280159, 1.290510], [4.752568, -1.239178, -0.465731], [3.590051, 2.031207, 2.201266], [2.253859, 2.348998, 4.262973], [0.342640, 0.838091, 4.709421], [-0.914033, -0.886743, 4.243302], [0.135907, -2.963117, 2.284084], [-1.049209, -3.263919, 3.563161], [0.607309, -2.791623, 3.983365], [-1.809104, -1.592568, 1.437703], [-1.951955, 0.072751, 2.010087], [-2.764043, -1.241854, 2.870377], [0.274104, -2.411143, -1.785246], [-1.271321, -3.131340, -1.824774], [-1.276637, -4.597587, -1.170191], [-1.951168, -1.960826, -0.777809], [-1.919528, -3.022861, -3.299600]], "atomic_forces_ev_per_a": [[0.1, 0.6, -0.1], [0.0, 0.0, 0.0], [0.0, 0.0, 0.0], [0.0, 0.0, 0.0], [-0.1, 0.0, 0.0], [0.0, 0.0, 0.0], [0.1, 0.0, -0.1], [0.0, 0.0, 0.0], [0.0, 0.0, 0.0], [0.1, 0.0, 0.0], [-0.1, 0.0, 0.1], [0.1, -0.1, 0.0], [0.2, 0.0, 0.0], [-0.2, 0.1, -0.2], [0.0, 0.0, 0.0], [0.0, 0.0, 0.0], [0.0, 0.0, 0.0], [-0.1, 0.0, 0.1], [0.0, 0.0, 0.1], [0.0, -0.1, 0.0], [-0.1, 0.0, 0.0], [0.1, 0.0, 0.0], [0.0, 0.0, 0.1], [0.0, 0.0, -0.1], [0.0, 0.0, 0.0], [0.0, 0.1, 0.1], [0.0, 0.0, -0.1], [0.0, 0.0, 0.0], [0.0, 0.1, 0.1], [0.0, 0.0, -0.1], [0.2, 0.0, -0.2], [0.0, 0.0, 0.0], [0.0, 0.0, 0.0], [-0.1, -0.1, 0.0], [0.1, 0.0, 0.0], [0.0, 0.0, 0.0], [0.0, 0.0, 0.0], [0.0, 0.0, 0.0], [0.0, 0.0, 0.0], [0.0, 0.0, 0.0], [0.0, 0.0, 0.0], [0.0, 0.1, 0.0], [0.0, 0.0, 0.0], [0.0, 0.0, 0.0], [0.0, 0.0, 0.0], [-0.1, 0.0, 0.1], [0.0, -0.1, 0.1], [0.0, -0.1, 0.0], [-0.2, -0.1, 0.0], [-0.2, -0.5, -0.2], [0.0, 0.3, -0.1], [0.1, -0.2, -0.1], [0.2, 0.1, 0.3]]}